93
Properties=species:S:1:pos:R:3 method="wB97M-V/def2-TZVPD" homo_ev="-11.0 / -11.2" multiplicity=5 total_energy_ev=-140898.6132 relative_energy_kj_mol=161.3 orbital_gap_ev="8.60 / 8.72" total_charge=+1
Cr -0.41 -0.38 0.35
F -1.18 -4.55 -2.95
C -0.98 -4.35 -1.65
F -0.81 -5.53 -1.07
F -2.09 -3.79 -1.14
S 0.49 -3.20 -1.29
O -0.09 -2.36 -0.25
O 1.53 -4.06 -0.87
N 0.77 -2.47 -2.64
S 0.37 -0.98 -2.94
O 0.49 -0.13 -1.78
O 0.96 -0.50 -4.13
C -1.47 -1.13 -3.29
F -2.07 -1.31 -2.09
F -2.02 -0.09 -3.90
F -1.73 -2.20 -4.03
C 3.67 -1.99 -0.30
C 2.73 -0.95 -0.33
N 1.92 -0.68 0.68
C 2.09 -1.35 1.83
C 3.04 -2.39 1.97
C 3.81 -2.73 0.84
C 3.24 -3.00 3.24
C 2.59 -2.56 4.34
C 1.68 -1.48 4.26
C 1.07 -0.90 5.39
C 0.26 0.20 5.23
C 0.03 0.68 3.93
N 0.53 0.13 2.85
C 1.38 -0.90 3.00
H 4.28 -2.18 -1.17
H 2.66 -0.30 -1.19
H 4.54 -3.52 0.91
H 3.96 -3.80 3.30
H 2.77 -3.00 5.31
H 1.26 -1.30 6.37
H -0.17 0.71 6.07
H -0.58 1.56 3.77
C -4.65 2.56 1.22
N -3.40 1.98 1.65
C -3.47 1.20 2.87
P -1.90 2.57 1.24
O -0.89 1.51 1.02
O -2.18 3.43 -0.09
P -1.76 2.87 -1.60
O -1.65 1.41 -1.62
N -3.10 3.44 -2.43
C -3.76 4.69 -2.12
C -3.12 3.11 -3.84
N -0.34 3.67 -1.87
C -0.31 5.12 -1.88
C 0.79 3.03 -2.51
N -1.33 3.61 2.40
C 0.07 3.98 2.27
C -2.18 4.69 2.88
H -5.07 3.24 1.97
H -5.37 1.76 1.05
H -4.51 3.09 0.28
H -4.26 0.45 2.76
H -3.70 1.82 3.74
H -2.52 0.69 3.02
H -3.57 4.97 -1.09
H -4.84 4.58 -2.26
H -3.43 5.50 -2.78
H -2.47 2.26 -4.02
H -2.79 3.95 -4.46
H -4.13 2.84 -4.16
H -1.17 5.51 -1.35
H -0.30 5.52 -2.90
H 0.60 5.47 -1.38
H 0.70 1.95 -2.37
H 1.71 3.37 -2.04
H 0.83 3.25 -3.58
H 0.62 3.11 1.91
H 0.46 4.28 3.24
H 0.21 4.81 1.56
H -3.20 4.33 2.97
H -2.17 5.56 2.22
H -1.83 5.00 3.86
C -5.75 -3.53 1.30
C -4.53 -2.67 1.22
C -4.48 -1.51 0.45
C -3.31 -0.78 0.36
N -2.19 -1.14 1.00
C -2.23 -2.23 1.76
C -3.36 -3.02 1.90
H -6.65 -2.98 1.04
H -5.86 -3.95 2.29
H -5.64 -4.36 0.60
H -5.35 -1.17 -0.09
H -3.25 0.11 -0.23
H -1.32 -2.48 2.29
H -3.33 -3.90 2.52

---

83
Properties=species:S:1:pos:R:3 method="wB97M-V/def2-TZVPD" homo_ev=-11.8 total_energy_ev=-63983.7995 relative_energy_kj_mol=0.0 orbital_gap_ev=7.20 total_charge=+1
C -0.43 -1.82 -5.72
O -0.19 -2.00 -4.31
C -1.14 -2.90 -3.74
C -1.01 -2.95 -2.17
C 0.42 -3.52 -1.74
C 0.35 -4.32 -0.38
C 0.43 -3.28 0.84
C 1.70 -3.49 1.76
C 1.40 -3.54 3.31
C 0.39 -2.44 3.82
C 1.19 -1.07 3.97
C 0.47 0.15 3.33
N -0.21 0.03 2.14
C -0.84 1.07 1.49
C -1.51 0.73 0.12
C -0.86 2.42 2.06
C -1.60 3.57 1.32
C -3.19 3.45 1.40
C -3.87 3.12 0.03
F -3.53 2.42 2.33
C -0.15 2.58 3.34
C -0.14 4.02 3.96
O -1.05 4.31 4.68
O 0.84 4.98 3.75
C 1.62 4.73 2.57
O 2.71 5.69 2.53
C 3.90 4.96 2.29
C 4.87 4.52 3.43
O 4.19 4.65 1.17
C 0.52 1.45 4.01
N 1.21 1.48 5.28
C 0.31 1.55 6.42
O -0.76 2.02 6.44
F 0.82 1.00 7.58
C 2.28 2.45 5.33
O 3.35 2.19 4.90
F 2.10 3.68 5.91
H -1.52 -2.00 -5.96
H -0.19 -0.78 -6.07
H 0.17 -2.53 -6.35
H -2.17 -2.51 -4.00
H -1.04 -3.92 -4.21
H -1.85 -3.58 -1.79
H -1.18 -1.90 -1.82
H 1.11 -2.63 -1.69
H 0.73 -4.24 -2.53
H 1.14 -5.11 -0.28
H -0.67 -4.81 -0.34
H 0.55 -2.26 0.36
H -0.55 -3.37 1.38
H 2.47 -2.71 1.51
H 2.17 -4.48 1.49
H 2.38 -3.33 3.84
H 1.10 -4.57 3.67
H 0.07 -2.74 4.85
H -0.53 -2.34 3.20
H 1.42 -0.93 5.05
H 2.19 -1.15 3.45
H -0.24 -0.90 1.69
H -1.28 -0.33 -0.19
H -1.12 1.40 -0.69
H -2.62 0.84 0.21
H -1.34 4.57 1.78
H -1.31 3.66 0.24
H -3.66 4.39 1.80
H -3.16 2.74 -0.76
H -4.67 2.34 0.13
H -4.40 4.02 -0.40
H 1.06 4.86 1.61
H 2.11 3.71 2.56
H 5.80 5.15 3.47
H 5.14 3.44 3.30
H 4.28 4.56 4.39
C -1.67 -1.57 -10.05
C -0.57 -2.55 -9.77
O -1.14 -3.41 -8.79
C -2.49 -3.39 -9.04
O -3.25 -4.18 -8.60
O -2.84 -2.36 -9.86
F 0.51 -1.94 -9.23
H -1.67 -0.74 -9.35
H -1.63 -1.17 -11.06
H -0.26 -3.15 -10.64

---

77
Properties=species:S:1:pos:R:3 method="wB97M-V/def2-TZVPD" homo_ev=-10.2 total_energy_ev=-54613.4804 orbital_gap_ev=6.72 total_charge=+1
C 1.21 1.54 -7.09
C 2.46 1.35 -6.05
O 2.97 2.61 -5.47
C 2.01 3.23 -4.54
C 2.05 2.35 -3.15
N 0.92 1.35 -3.09
C 1.05 0.15 -2.39
N 2.28 -0.30 -1.65
C 1.98 -1.14 -0.43
C 2.08 -0.14 0.89
C 2.21 -0.98 2.33
C 0.70 -1.24 2.92
C 0.20 -2.79 2.79
C -1.21 -3.17 3.58
C -1.80 -4.71 3.57
C -1.02 -5.92 2.76
C 0.35 -5.51 1.95
C 0.98 -3.98 1.94
O 0.65 -1.76 -0.39
C 0.13 -2.09 -1.72
C 1.02 -3.19 -2.56
C 0.15 -4.60 -2.81
O 0.73 -5.81 -2.54
I -1.90 -4.68 -3.59
N -0.13 -0.79 -2.45
C -1.43 -0.14 -2.05
C -1.40 0.71 -0.65
O -0.82 1.90 -0.45
N -2.15 0.10 0.54
C -2.19 1.12 1.70
C -3.63 -0.09 0.20
H 0.18 1.75 -6.52
H 1.04 0.55 -7.70
H 1.39 2.41 -7.86
H 2.17 0.53 -5.27
H 3.36 0.89 -6.68
H 2.38 4.33 -4.26
H 0.90 3.24 -4.90
H 3.12 1.82 -3.07
H 2.01 3.08 -2.20
H 0.04 1.61 -3.63
H 2.88 0.47 -1.30
H 2.84 -1.96 -0.27
H 1.13 0.54 0.85
H 3.04 0.56 0.87
H 2.87 -1.94 2.19
H 2.82 -0.24 3.05
H 0.66 -0.87 4.05
H -0.04 -0.54 2.33
H -1.78 -2.31 4.15
H -2.79 -4.90 4.18
H -1.51 -6.98 2.80
H 0.92 -6.37 1.36
H 1.98 -3.74 1.34
H -0.93 -2.60 -1.54
H 2.02 -3.50 -2.03
H 1.21 -2.75 -3.64
H -2.28 -0.98 -2.07
H -1.76 0.63 -2.90
H -2.76 2.10 1.35
H -1.10 1.37 2.10
H -2.76 0.64 2.63
H -3.90 0.40 -0.85
H -4.36 0.43 0.98
H -3.90 -1.25 0.07
F -3.68 3.00 4.02
C -2.58 3.58 4.52
C -1.48 3.79 3.70
C -0.34 4.41 4.21
C -0.31 4.80 5.55
C -1.42 4.58 6.37
C -2.56 3.98 5.85
H -1.52 3.47 2.66
H 0.52 4.58 3.57
H 0.58 5.27 5.96
H -1.39 4.88 7.42
H -3.43 3.81 6.48